Computed, not measured: 4 unconnected molecules or ions with the total composition C24H27BN3O9PS, with the ωB97M-V functional and the def2-TZVPD basis.

The geometry in XYZ format:
```
66
Properties=species:S:1:pos:R:3
C 1.240 2.361 2.422
O 0.417 3.008 1.405
B 0.345 2.258 0.221
O -0.644 1.250 0.165
C 1.264 2.493 -1.105
P 0.648 4.124 -1.809
O 1.597 4.843 -2.706
O -0.683 3.746 -2.730
O 0.206 5.200 -0.611
O 0.717 1.508 -2.041
S 1.768 0.360 -2.575
O 1.808 0.402 -4.016
O 1.332 -0.873 -1.974
O 3.129 1.080 -1.991
C 2.806 2.155 -1.072
C 3.860 3.270 -0.894
C 4.333 3.733 0.408
C 5.323 4.782 0.526
C 5.839 5.421 -0.689
C 5.412 4.997 -2.014
C 4.445 3.914 -2.082
H 0.675 2.429 3.383
H 2.191 2.949 2.505
H 1.422 1.307 2.083
H -1.504 1.699 -0.004
H -0.607 4.341 -3.502
H 0.946 5.241 0.025
H 2.897 1.604 -0.083
H 3.898 3.232 1.311
H 5.712 5.125 1.513
H 6.576 6.248 -0.579
H 5.764 5.438 -2.969
H 4.060 3.542 -3.059
N -3.679 0.806 -0.623
C -3.146 -0.394 -0.886
C -3.852 -1.584 -0.818
C -5.187 -1.533 -0.453
C -5.763 -0.301 -0.174
C -4.970 0.831 -0.274
H -2.098 -0.381 -1.164
H -3.370 -2.525 -1.044
H -5.774 -2.442 -0.388
H -6.803 -0.222 0.115
H -5.376 1.816 -0.069
N 2.288 -1.273 3.071
C 2.559 -2.170 2.117
C 1.912 -3.390 1.998
C 0.929 -3.702 2.923
C 0.632 -2.790 3.923
C 1.334 -1.597 3.951
H 3.337 -1.882 1.418
H 2.171 -4.076 1.203
H 0.401 -4.647 2.866
H -0.129 -3.000 4.663
H 1.134 -0.850 4.712
N -3.210 -4.766 -0.313
C -2.928 -5.651 -1.275
C -3.562 -6.877 -1.406
C -4.542 -7.209 -0.485
C -4.851 -6.309 0.523
C -4.161 -5.108 0.563
H -2.152 -5.348 -1.970
H -3.294 -7.553 -2.207
H -5.060 -8.159 -0.551
H -5.610 -6.534 1.261
H -4.370 -4.370 1.330
```

Summary:
- HOMO level (Eh) = -0.3420
- max |F| (eV/A) = 4.09
- SMILES = COB(O)[C@]1(P(=O)(O)O)OS(=O)(=O)O[C@H]1c1ccccc1.c1ccncc1.c1ccncc1.c1ccncc1
- spin multiplicity = 1
- energy (Ha) = -2536.6109
- molar mass (g mol⁻¹) = 575.35
- Kohn-Sham gap (eV) = 9.769